No. 1
Entry from the OMol25 dataset: a molecular structure, C31H32N10O3S2W in a non-equilibrium geometry (ωB97M-V with the def2-TZVPD basis set).

Structure (XYZ):
```
79
Properties=species:S:1:pos:R:3:lowdin_spin:R:1
W -0.395 -0.679 -0.271 1.649
C -1.269 -0.840 -4.980 0.001
C -1.147 -0.526 -3.521 0.003
N -1.408 -1.304 -2.547 0.041
N -1.813 -2.576 -2.769 0.003
C -2.342 -3.292 -1.741 0.009
N -2.848 -4.486 -2.069 0.006
S -2.337 -2.709 -0.180 0.017
C -0.751 0.829 -3.100 0.004
C -0.725 1.873 -4.014 0.000
C -0.639 3.180 -3.567 0.002
C -0.626 3.405 -2.202 0.000
C -0.590 2.315 -1.355 0.009
N -0.581 1.044 -1.778 0.014
H -1.688 -1.820 -5.184 0.000
H -0.290 -0.785 -5.458 0.000
H -1.921 -0.116 -5.468 0.000
H -1.794 -2.955 -3.704 0.001
H -3.055 -4.733 -3.024 0.000
H -3.296 -5.026 -1.347 0.000
H -0.812 1.673 -5.071 0.000
H -0.632 3.999 -4.272 0.000
H -0.647 4.401 -1.783 0.000
H -0.583 2.456 -0.284 0.002
C 1.571 1.547 3.200 0.001
C 0.304 2.297 2.897 0.003
C 0.045 3.500 3.600 0.000
C -1.122 4.158 3.379 0.000
C -2.075 3.616 2.486 0.001
C -3.325 4.233 2.273 0.007
C -4.228 3.660 1.424 0.000
C -3.910 2.460 0.767 0.008
C -2.701 1.827 0.951 0.016
S -2.578 0.258 0.119 0.029
C -1.739 2.409 1.825 0.005
N -0.533 1.797 2.012 0.031
H 2.434 2.001 2.706 0.000
H 1.486 0.512 2.880 0.000
H 1.778 1.574 4.270 0.000
H 0.781 3.877 4.298 0.000
H -1.347 5.086 3.890 0.000
H -3.553 5.154 2.794 0.000
H -5.194 4.116 1.255 0.000
H -4.645 2.011 0.111 0.000
C -1.021 -1.909 4.254 0.006
C -0.800 -1.421 2.911 0.033
N -0.620 -1.063 1.843 0.010
H -2.086 -1.879 4.481 0.001
H -0.480 -1.290 4.968 0.002
H -0.657 -2.936 4.294 0.001
N 2.894 4.072 -0.823 0.000
C 3.744 3.308 -0.082 0.000
O 4.748 3.734 0.437 0.000
C 3.352 1.866 0.122 -0.001
C 4.336 0.973 0.517 0.009
C 3.960 -0.328 0.793 -0.001
C 2.637 -0.693 0.651 0.008
N 1.672 0.156 0.253 0.008
C 2.048 1.421 0.021 0.013
H 3.198 5.015 -1.011 0.000
H 2.262 3.650 -1.481 0.000
H 5.356 1.319 0.621 0.000
H 4.676 -1.063 1.132 0.000
H 2.322 -1.690 0.906 0.001
H 1.268 2.128 -0.180 0.001
C 1.326 -6.107 1.062 0.000
N 1.249 -4.901 0.230 0.001
C 1.767 -4.869 -1.016 0.010
C 1.723 -3.764 -1.804 -0.001
C 1.092 -2.641 -1.227 0.013
O 0.946 -1.481 -1.756 0.013
N 0.557 -2.675 0.001 0.000
C 0.629 -3.785 0.814 0.002
O 0.218 -3.840 1.951 0.009
H 1.910 -6.857 0.537 0.000
H 0.325 -6.486 1.258 0.000
H 1.799 -5.868 2.010 0.000
H 2.231 -5.789 -1.347 0.001
H 2.158 -3.732 -2.789 0.000
```

Calculated values
Expectation value of S² = 2.0142
Multiplicity = 3
Lowest unoccupied orbital energy (spin up / spin down) = -5.79 / -6.03 eV
Total charge = +2
HOMO energy (spin up / spin down) = -12.115 / -12.264 eV

=====

No. 2
Entry from the OMol25 dataset: a molecular structure, C31H32N2Se2Si2Sn (ωB97M-V with the def2-TZVPD basis set).

Structure (XYZ):
```
70
Properties=species:S:1:pos:R:3:mulliken_charge:R:1
Sn 1.028 -0.648 -0.502 0.356
Se 3.388 2.881 -2.129 -0.033
Se 3.315 0.659 -1.524 0.043
C 3.501 0.716 0.396 0.573
C 4.559 1.281 1.071 -0.759
C 4.578 1.160 2.456 -0.397
C 3.561 0.472 3.101 -0.908
C 2.532 -0.064 2.352 -0.355
N 2.507 0.071 1.019 0.144
C 1.635 3.504 -1.619 0.536
C 1.174 4.584 -2.359 -0.790
C -0.039 5.140 -1.991 -0.466
C -0.729 4.582 -0.926 -0.932
C -0.179 3.490 -0.279 -0.208
N 0.997 2.944 -0.609 0.134
H 5.341 1.800 0.535 0.507
H 5.391 1.592 3.024 0.447
H 3.558 0.354 4.175 0.516
H 1.701 -0.589 2.805 0.660
H 1.737 4.969 -3.199 0.375
H -0.438 5.987 -2.533 0.462
H -1.678 4.980 -0.599 0.528
H -0.704 3.039 0.550 0.366
C -2.674 -4.560 -0.637 -0.628
C -1.954 -4.204 0.498 -0.765
C -1.617 -2.876 0.709 -0.233
C -1.996 -1.885 -0.208 0.770
C -2.712 -2.262 -1.348 -0.632
C -3.053 -3.591 -1.557 -0.749
Si -1.502 -0.125 0.099 -0.086
C -2.218 1.123 -1.051 0.577
C -1.779 1.236 -2.373 -0.236
C -2.344 2.167 -3.229 -0.938
C -3.366 2.991 -2.773 -0.501
C -3.821 2.883 -1.466 -0.861
C -3.246 1.959 -0.607 -0.049
C -1.466 0.267 1.911 1.171
C -0.530 1.127 2.495 -0.400
C -0.574 1.410 3.852 -1.195
C -1.561 0.839 4.645 -0.668
C -2.501 -0.014 4.082 -0.746
C -2.451 -0.304 2.727 -0.419
H -2.950 -5.594 -0.798 0.416
H -1.678 -4.958 1.223 0.447
H -1.095 -2.599 1.622 0.630
H -3.029 -1.511 -2.063 0.413
H -3.623 -3.871 -2.433 0.465
H -0.985 0.593 -2.746 0.455
H -1.997 2.247 -4.251 0.466
H -3.813 3.714 -3.442 0.464
H -4.625 3.518 -1.118 0.468
H -3.602 1.890 0.416 0.362
H 0.238 1.592 1.884 0.658
H 0.151 2.084 4.291 0.505
H -1.601 1.062 5.703 0.431
H -3.273 -0.453 4.699 0.462
H -3.186 -0.980 2.305 0.492
C 0.849 -3.865 -2.144 -0.660
Si 2.076 -3.020 -1.041 0.560
C 2.188 -3.747 0.674 -1.017
C 3.758 -2.817 -1.807 -1.192
H 1.187 -4.889 -2.327 0.420
H 0.759 -3.373 -3.113 0.354
H -0.139 -3.915 -1.684 0.034
H 2.561 -4.773 0.597 0.475
H 1.219 -3.794 1.171 0.302
H 2.888 -3.198 1.307 0.317
H 4.162 -3.821 -1.968 0.380
H 4.463 -2.288 -1.163 0.339
H 3.727 -2.321 -2.777 0.343
```

Calculated values
Lowest unoccupied orbital energy = -6.88 eV
Total charge = +2
HOMO energy = -13.916 eV